[1]
# C6H21O7P

A cluster of 4 separate species, C6H21O7P in total (wB97M-V/def2-TZVPD, the OMol25 dataset).

Positions of all 35 atoms, in Å:
H (2.18440, -5.59047, 0.20701)
H (0.71716, 2.06235, 3.89063)
O (0.19453, -3.48852, -1.66695)
H (-0.66494, 2.02963, 2.84057)
O (0.82436, -4.18346, 0.80658)
H (1.99481, 1.43601, 2.13724)
O (1.14266, 1.78005, 1.85960)
C (-1.69534, 2.21838, -0.40221)
H (-0.86922, 2.34688, -4.32843)
H (-0.88799, 5.07143, -4.08519)
O (-0.36333, 2.93843, -0.17106)
H (1.30700, -0.08670, -0.71861)
O (0.89108, -1.73982, 0.11275)
H (0.13367, 2.48082, 0.51098)
H (-2.05595, 1.84272, 0.55536)
P (0.14923, -3.10498, -0.17036)
H (2.87066, -4.09121, 0.04192)
C (2.20194, -4.62669, 0.71584)
H (0.42769, 0.58267, 3.30911)
H (0.82308, 2.83917, -4.24901)
H (2.57908, -4.69477, 1.73625)
H (-2.40896, -2.36049, 2.29322)
O (-1.36284, -2.82323, 0.50929)
C (-0.19709, 3.14808, -4.02115)
C (0.39637, -0.55076, -0.33979)
H (-0.30885, -0.64279, -1.16581)
H (0.06148, 0.20663, 0.36894)
H (-1.17345, -1.22569, 1.78980)
C (-1.44431, -2.28150, 1.79191)
H (-0.79130, -2.84042, 2.46220)
O (-0.60387, 4.35692, -4.65996)
H (-0.31384, 3.09976, -2.93849)
H (-1.61532, 1.43611, -1.15702)
H (-2.47722, 2.84013, -0.83831)
C (0.33453, 1.61539, 2.97307)

**Net charge**: 0
**Energy above the lowest of the compared OMol25 structures with the same formula, charge and spin**: 46.1 kcal per mole
**Structure (SMILES)**: COP(=O)(OC)OC.CO.CO.CO
**E_LUMO**: 0.009 Eh
**E_tot**: -1109.207867 Eh
**Kohn-Sham gap**: 10.39 eV

These are the Löwdin partial charges, in e, on atoms 1 to 6:
1 H 0.0883
2 H 0.0787
3 O -0.2782
4 H 0.0932
5 O -0.2313
6 H 0.1077

---

[2]
# C14H28BrN4O5P2S2

A cluster of 2 separate species, C14H28BrN4O5P2S2 in total (wB97M-V/def2-TZVPD, the OMol25 dataset).

Positions of all 56 atoms, in Å:
H (-0.43405, 3.69135, -3.03639)
H (-0.30458, -2.23599, 3.81097)
H (3.36648, -4.02197, 0.14055)
H (4.08860, 0.20331, -1.58754)
H (-5.07332, 4.78820, -3.65785)
O (4.04634, -1.76808, -1.79089)
N (-1.24083, 3.10646, -2.83315)
H (-1.63955, 2.91740, -3.74967)
O (2.14370, -2.85349, -1.90112)
H (1.50658, 1.78492, 2.97260)
N (4.64717, -0.58990, -1.28616)
C (0.12452, -4.82590, 1.52398)
N (1.13590, -0.47900, 2.22289)
H (-0.42459, -3.88257, 4.29475)
H (-3.49291, 5.65450, -2.34024)
N (2.28356, -2.04853, 3.54225)
H (-0.46987, -0.18076, -2.05518)
H (-1.84569, 5.82061, -2.93798)
O (0.86660, 1.66086, 3.68627)
H (1.01387, -4.55494, 0.96443)
P (0.40624, 0.12370, 3.82029)
C (-2.22169, 3.89813, -2.07693)
H (-4.18829, 3.55545, -1.21640)
C (0.05192, -3.23256, 3.56714)
C (1.31807, -0.37326, -0.17878)
H (1.70380, -3.53801, 4.84151)
H (-3.73338, 2.36618, -2.44239)
C (2.24631, -1.41560, -0.12246)
C (0.78792, 0.06575, 1.02353)
C (2.81389, -2.03017, -1.37833)
O (-0.08148, 1.09779, 1.08239)
C (-4.37539, 4.35659, -4.38050)
H (2.01338, -4.16719, 3.26045)
S (3.83843, -3.25520, 1.13615)
H (0.44422, 1.75218, -1.36183)
C (-0.49207, -3.58950, 2.17714)
C (2.61387, -1.98238, 1.09889)
H (-0.56501, -5.21533, 0.78275)
O (-3.06243, 4.85997, -4.20087)
H (-0.33461, -2.74472, 1.50030)
H (-1.72781, 4.27201, -1.17462)
H (0.36151, -5.61755, 2.22731)
C (-2.68783, 5.12749, -2.86819)
C (2.01989, -1.50798, 2.27019)
H (-0.99403, 0.76836, 1.04264)
H (-4.39879, 3.26630, -4.31214)
S (2.02659, 0.42144, -3.17929)
C (-3.35645, 2.98224, -1.62718)
Br (-1.78687, 0.13309, 3.35985)
H (-4.69701, 4.63420, -5.38285)
C (1.55234, -3.33788, 3.78560)
H (4.75121, -0.65035, -0.28079)
H (3.28151, -2.23346, 3.55537)
P (0.74621, 0.43936, -1.72657)
H (-3.00481, 2.30292, -0.84740)
H (-1.56730, -3.71853, 2.24350)

**Net charge**: +1
**E_LUMO**: -0.174 Eh
**E_tot**: -5198.295852 Eh
**Kohn-Sham gap**: 6.82 eV

These are the Löwdin partial charges, in e, on atoms 1 to 6:
1 H 0.0815
2 H 0.0051
3 H -0.0670
4 H 0.0283
5 H 0.0928
6 O -0.0325

---

[3]
# C27H55N3O7S

A cluster of 3 separate species, C27H55N3O7S in total (wB97M-V/def2-TZVPD, the OMol25 dataset).

Positions of all 93 atoms, in Å:
C (-4.66017, 1.03580, 1.84326)
H (-2.69080, 5.07133, 6.69480)
H (-2.47380, 0.06226, 0.29985)
O (-3.33139, -4.94792, -1.23594)
H (4.67324, -6.80146, -2.44559)
C (-2.14066, 4.82377, 5.78567)
H (-0.82580, 7.31854, 2.39216)
H (-3.38146, 2.14128, -2.12881)
H (-5.63835, 0.56692, 1.74333)
H (0.91170, -4.32889, -1.52007)
C (-2.55354, -2.47713, -1.66924)
H (-2.44551, 6.90207, 1.85508)
H (-1.79180, 3.79360, 5.87216)
H (4.80316, -6.03628, -0.30755)
C (-2.36333, 0.30336, -2.60276)
H (5.05552, -3.21199, 0.67650)
H (-3.99853, 0.33293, 2.35583)
C (-0.02378, -2.37764, -1.69118)
H (-4.72977, 4.40290, 5.86436)
H (-2.21978, 0.34211, -3.69274)
H (-0.19567, 4.41006, 4.37741)
H (-3.31319, -0.20051, -2.40749)
O (-1.28886, -0.41296, -2.01373)
H (-1.27791, 5.48190, 5.73932)
H (6.91450, -3.09170, -1.13423)
H (3.98719, -7.05859, -4.02511)
H (-1.99278, 4.99582, 0.63429)
H (-3.35333, -2.61599, -2.39358)
C (-3.09875, 4.97630, 4.60424)
H (3.56730, -5.35865, -5.55717)
H (6.05986, -4.73818, -5.02057)
H (-4.31717, 2.44596, 0.24145)
C (5.02857, -4.10203, -1.26858)
H (6.23741, -5.12018, 0.16113)
H (0.65365, 4.44551, 2.85713)
S (-2.21894, -4.08918, -1.00255)
C (-2.62385, 1.14895, 0.38231)
C (3.28846, -4.82559, -4.64566)
O (-1.66176, -3.94179, 0.31027)
H (-3.89951, 6.81474, 5.36668)
H (7.27571, -4.81971, -2.88522)
H (-5.09786, 4.25910, 4.13693)
C (-1.72411, 6.75847, 2.66487)
H (5.28780, -3.22771, -4.56475)
H (6.21009, -5.96058, -1.37836)
C (-4.32747, 4.11981, 4.88987)
C (6.73513, -3.90405, -3.14021)
O (-1.08790, -4.60441, -1.98075)
H (-0.99087, 3.69218, 1.24697)
C (-1.29949, -1.79924, -2.27330)
H (-0.93724, 1.67359, -0.61267)
C (5.64950, -4.18299, -4.17306)
N (-1.92446, 1.89272, -0.66100)
C (0.13751, -3.83254, -2.09877)
H (3.08733, -3.78632, -4.88990)
H (-1.30895, -1.97000, -3.36089)
C (6.14461, -3.25718, -1.89266)
O (-4.81747, 0.57036, -0.50862)
H (-5.15027, 1.13791, -1.21974)
H (0.83988, -1.82984, -2.06579)
C (5.60050, -5.39248, -0.68173)
H (3.48424, -3.90064, 0.23728)
H (-4.06193, 3.06220, 4.91757)
N (-2.50597, 4.51249, 3.29743)
C (-2.37196, 1.73234, -2.03192)
C (-2.32423, 7.30709, 3.95480)
H (-0.04335, -2.26832, -0.60685)
O (3.15435, -3.39977, -2.47324)
C (4.34183, -3.34149, -0.13910)
H (0.44575, 5.93473, 3.77517)
N (4.00273, -4.34538, -2.34817)
C (4.72707, -6.47559, -3.47718)
H (-0.25576, 5.25934, 0.86958)
H (-4.74797, 1.92237, 2.46660)
O (-3.37602, 4.12997, 2.44588)
C (-3.49274, 6.44609, 4.42099)
H (-2.93987, -1.88677, -0.83684)
C (-4.12571, 1.39017, 0.45994)
H (-1.73375, 2.36317, -2.65376)
C (-0.04196, 5.00315, 3.48392)
H (-1.56320, 7.38572, 4.73627)
H (-2.19731, 1.45875, 1.34059)
H (2.37593, -5.27285, -4.24986)
H (-2.67790, 8.32376, 3.77209)
H (3.99681, -2.36449, -0.46450)
H (7.47168, -3.22944, -3.58094)
C (4.43454, -4.97057, -3.64709)
H (5.71209, -6.73863, -3.86547)
C (-1.14522, 4.77005, 1.27448)
H (0.39811, -3.90758, -3.15341)
C (-1.34687, 5.26549, 2.70335)
H (5.73080, -2.27844, -2.15376)
H (-4.29652, 6.49650, 3.68022)

**⟨S²⟩**: 2.01
**Net charge**: 0
**Spin multiplicity**: 3
**E_LUMO (spin up / spin down)**: 0.024 / 0.014 Eh
**E_tot**: -2150.763072 Eh
**Kohn-Sham gap (spin up / spin down)**: 8.64 / 8.98 eV

These are the Löwdin partial charges, in e, on atoms 1 to 6:
1 C -0.0378
2 H 0.0901
3 H 0.1159
4 O -0.2600
5 H 0.0589
6 C -0.0392

---

Q: Which of these has the highest net charge?
A: C14H28BrN4O5P2S2

---

Q: net charge of number 1 (C6H21O7P)?
A: 0

---

Q: Which value of E_tot does entry 2 give?
A: -5198.295852 Eh